Here is 2 unconnected molecules or ions with the total composition C4H7NO at a distorted geometry from OMol25. Energies are from wB97M-V/def2-TZVPD.

```
! wB97M-V def2-TZVPD RIJCOSX def2/J DEFGRID3
* xyz 0 1
C 1.61 -0.50 0.53
C 0.35 -0.75 -0.29
C -0.96 -0.34 0.31
N -1.93 0.02 -0.43
C -0.48 2.30 -1.01
O -1.40 2.89 -1.31
H 1.95 0.54 0.49
H 1.46 -0.75 1.59
H 2.42 -1.13 0.16
H 0.43 -0.31 -1.29
H -1.04 -0.45 1.40
H 0.21 -1.83 -0.42
H -2.78 0.19 0.12
*
```

Frontier orbital gap   11.149 eV
Energy relative to the best compared isomer or geometry (same formula, charge and spin)   1.483 eV
Electronic energy   -286.5772 Ha

---

Here is 5 unconnected molecules or ions with the total composition C41H74Cl2N6O9P at a distorted geometry from OMol25. Energies are from wB97M-V/def2-TZVPD.

```
! wB97M-V def2-TZVPD RIJCOSX def2/J DEFGRID3
* xyz 1 1
C 5.41 -0.65 0.39
C 5.09 -0.36 -1.07
O 4.74 1.01 -1.19
C 4.27 1.34 -2.47
C 3.25 2.45 -2.38
O 2.07 2.09 -1.68
C 1.19 1.29 -2.45
C 1.27 -0.17 -2.00
O -0.03 -0.74 -1.82
C -0.53 -1.32 -3.00
C -0.87 -2.82 -2.94
P 0.66 -3.69 -2.35
N 1.76 -3.45 -3.42
O 0.35 -5.25 -2.11
O 1.11 -3.06 -0.98
C -0.93 -3.19 -4.46
C -2.32 -2.72 -4.88
O -2.69 -3.28 -6.10
N -3.16 -3.30 -3.76
Cl -3.40 -5.03 -4.23
C -4.59 -2.78 -3.63
C -4.75 -1.31 -4.00
C -5.83 -0.62 -3.15
C -7.17 -0.67 -3.90
C -5.43 0.83 -2.79
C -5.65 1.10 -1.30
C -7.10 1.09 -0.95
C -7.75 0.21 -0.18
C -9.19 0.49 0.20
C -7.17 -1.08 0.33
C -2.31 -3.26 -2.48
Cl -2.91 -1.92 -1.42
C -2.55 -4.51 -1.64
C -2.23 -4.40 -0.17
O -3.10 -4.20 0.67
O -0.92 -4.62 0.17
C -0.53 -4.02 1.37
C 0.06 -4.96 2.36
O -0.65 -2.83 1.53
H 6.47 -0.71 0.57
H 4.95 -1.57 0.73
H 5.03 0.16 1.00
H 5.95 -0.57 -1.70
H 4.25 -0.97 -1.39
H 3.88 0.47 -2.99
H 5.09 1.73 -3.09
H 3.70 3.27 -1.83
H 3.04 2.81 -3.38
H 1.43 1.37 -3.51
H 0.19 1.66 -2.26
H 1.74 -0.16 -1.02
H 1.90 -0.79 -2.64
H 0.21 -1.21 -3.78
H -1.40 -0.73 -3.31
H 2.13 -4.31 -3.81
H 0.68 -5.78 -2.84
H 0.39 -2.59 -0.52
H -0.16 -2.70 -5.04
H -0.77 -4.26 -4.58
H -2.36 -1.64 -4.95
H -2.06 -2.97 -6.76
H -4.98 -3.03 -2.65
H -5.17 -3.37 -4.33
H -3.81 -0.80 -3.82
H -4.98 -1.24 -5.05
H -5.92 -1.15 -2.21
H -7.98 -0.60 -3.18
H -7.27 0.18 -4.57
H -7.24 -1.59 -4.48
H -6.02 1.53 -3.38
H -4.38 1.01 -3.04
H -5.19 2.04 -1.03
H -5.13 0.33 -0.75
H -7.69 1.91 -1.35
H -9.67 -0.40 0.58
H -9.72 0.83 -0.69
H -9.20 1.27 0.95
H -7.73 -1.48 1.17
H -7.26 -1.83 -0.46
H -6.12 -1.01 0.58
H -3.62 -4.70 -1.65
H -2.07 -5.40 -2.05
H -0.68 -5.43 2.98
H 0.55 -5.75 1.80
H 0.84 -4.48 2.92
C 3.58 5.33 2.82
C 4.24 4.89 1.52
C 4.11 3.38 1.27
C 4.75 2.61 2.33
N 5.26 2.01 3.17
H 4.05 4.86 3.69
H 3.67 6.40 2.95
H 2.51 5.07 2.83
H 5.29 5.17 1.54
H 3.78 5.42 0.69
H 4.58 3.10 0.33
H 3.06 3.08 1.21
C -1.34 1.06 0.47
C -1.28 1.86 1.77
C -2.60 1.85 2.55
C -3.68 2.42 1.75
N -4.51 2.89 1.11
H -2.08 1.48 -0.21
H -0.38 1.08 -0.03
H -1.61 0.02 0.67
H -1.00 2.89 1.54
H -0.49 1.46 2.41
H -2.51 2.42 3.47
H -2.87 0.82 2.81
C 2.59 -0.39 5.01
C 3.69 -1.40 4.74
C 3.15 -2.77 4.32
C 2.30 -3.33 5.38
N 1.64 -3.76 6.22
H 1.94 -0.70 5.83
H 3.01 0.58 5.26
H 1.96 -0.26 4.12
H 4.31 -1.51 5.64
H 4.34 -1.03 3.95
H 3.96 -3.47 4.12
H 2.55 -2.67 3.41
C 6.82 4.82 5.92
C 8.11 5.56 5.57
C 7.87 6.91 4.90
C 7.13 6.75 3.65
N 6.56 6.60 2.66
H 6.24 4.59 5.03
H 7.04 3.88 6.42
H 6.20 5.42 6.59
H 8.72 4.93 4.91
H 8.70 5.72 6.48
H 8.81 7.41 4.68
H 7.29 7.57 5.56
*
```

Frontier orbital gap   5.895 eV
Electronic energy   -3873.7391 Ha

---

Here is a molecular structure, C7H11Br12NO at a distorted geometry from OMol25. Energies are from wB97M-V/def2-TZVPD.

```
! wB97M-V def2-TZVPD RIJCOSX def2/J DEFGRID3
* xyz 0 1
C 0.24 0.45 2.35
C 0.19 0.33 3.85
O 1.04 -0.12 4.65
N -1.09 0.58 4.28
C -1.48 0.48 5.66
H 0.22 -0.56 1.94
H 1.12 0.95 1.93
H -0.69 0.82 1.91
H -1.62 0.98 3.53
H -1.86 1.46 5.94
H -0.69 0.15 6.33
H -2.39 -0.08 5.88
C -0.26 0.66 -0.87
Br 1.64 0.71 -0.36
Br -1.41 0.31 0.75
Br -0.47 -0.95 -2.11
H -0.61 1.58 -1.33
C 0.36 -1.81 -4.15
Br -1.01 -3.15 -3.78
Br 0.21 -1.19 -6.12
Br 2.14 -2.63 -3.67
H 0.21 -1.00 -3.44
C -0.44 2.76 -4.37
Br -0.52 1.15 -5.52
Br 0.75 4.16 -5.15
Br 0.33 2.27 -2.64
H -1.40 3.26 -4.26
C 1.38 -2.23 -0.21
Br 0.44 -3.93 -0.40
Br 2.53 -1.90 -1.80
Br 2.45 -2.15 1.47
H 0.68 -1.40 -0.26
*
```

Frontier orbital gap   5.029 eV
Energy relative to the best compared isomer or geometry (same formula, charge and spin)   20.083 eV
Electronic energy   -31290.7162 Ha